Below is a 4-piece molecular cluster, C27H29F4NO16S overall, with properties calculated with wB97M-V/def2-TZVPD.

M in g/mol: 731.58
SMILES string: CCOCCCCCN(COC(F)(F)F)S(=O)(=O)F.O=C1C=C(O)C(=O)C=C1O.O=C1C=C(O)C(=O)C=C1O.O=C1C=C(O)C(=O)C=C1O
E in Eh: -3102.5007
Net charge: 0

Geometry as XYZ:
```
78
C27H29F4NO16S (wB97M-V/def2-TZVPD)
C 0.192 3.724 0.951
H -3.681 7.755 1.353
S 3.910 -0.308 -0.780
O -2.748 -1.538 -6.772
O -2.441 4.527 4.315
H 2.015 -0.908 -2.433
H 1.791 0.488 1.120
C 1.629 -1.273 -1.484
O 4.695 -0.219 0.388
C -2.681 5.812 4.123
H -1.555 0.446 -0.261
H -3.140 0.969 -1.623
H -0.766 -1.517 0.768
C -2.350 0.151 -3.570
H -3.359 10.172 4.003
H -1.956 3.534 0.914
O -1.567 0.694 -2.807
H -5.779 -0.571 -3.521
C 4.686 -5.870 1.363
F 0.157 -2.117 -3.599
H -1.140 2.790 -0.461
O -2.789 9.059 5.516
H 5.075 -8.875 2.077
H -3.620 -1.868 -7.071
C -2.859 8.121 4.743
H 0.375 4.492 0.197
C -1.993 -0.412 -4.850
H 0.809 -0.649 -1.123
H -0.962 -0.357 -5.169
O -4.001 0.611 -1.920
O -1.138 1.717 1.317
C -4.750 -0.508 -3.845
C 4.354 -8.032 0.137
H 0.482 -1.701 2.784
C 2.307 -1.623 0.881
O -3.136 5.216 1.922
O 4.437 -0.474 -2.079
C -2.953 -0.987 -5.589
C 4.740 -7.210 1.353
O 5.131 -7.945 2.378
C 3.833 -6.010 -1.039
H -2.282 6.513 6.094
H 0.127 4.215 1.922
C -3.791 0.066 -3.106
O -3.523 9.741 3.140
O 4.160 -3.981 0.039
H 1.507 -2.361 0.802
C -3.279 8.456 3.324
C 0.465 -0.691 2.361
H -1.646 -0.636 1.988
H 4.967 -5.278 2.223
H 2.555 -0.222 2.502
F 3.094 1.052 -0.865
H -2.587 4.081 3.457
H 3.150 -2.122 1.348
C -3.089 6.152 2.702
H 3.467 -4.344 -1.764
O -5.175 -1.601 -5.898
C -2.574 6.745 5.080
H 1.054 3.053 0.954
F -0.214 -4.019 -2.605
O 1.147 -2.619 -1.663
C -0.725 -0.623 1.399
C 1.826 -0.423 1.716
H 3.603 -7.943 -1.906
C -3.384 7.524 2.365
C 0.038 -2.730 -2.406
C -4.396 -1.064 -5.131
C -0.799 0.605 0.519
C 3.891 -7.351 -1.049
F -1.036 -2.173 -1.805
C 4.243 -5.190 0.169
H 0.305 -0.013 3.200
O 4.460 -9.240 0.254
N 2.707 -1.375 -0.530
O 3.417 -5.278 -2.055
H 0.141 0.811 -0.008
C -1.081 2.955 0.622
```